ORCA calculation (ωB97M-V with the def2-TZVPD basis set) on one molecule with the formula CH4N2O2S in a non-equilibrium geometry.

Values from the calculation:
HOMO-LUMO gap	8.80	eV
energy above the lowest of the compared OMol25 structures with the same formula, charge and spin	86.0	kcal per mole
HOMO energy	-8.95	eV
LUMO energy	-0.152	eV
E_tot	-19008.196	eV

```
! wB97M-V def2-TZVPD RIJCOSX def2/J DEFGRID3
* xyz 0 1
C 0.23275 0.27668 -0.78780
N -0.73431 -2.15097 1.38181
N -0.93802 -1.04540 1.71505
O 1.78870 -0.16782 1.37392
O 0.05289 1.59287 1.66977
S 0.41472 0.28463 1.11708
H 1.15250 0.32308 -1.30587
H -0.21795 1.28601 -1.06245
H -0.17440 -0.73601 -0.84194
H -1.61576 -0.73967 2.44924
*
```



ORCA calculation (ωB97M-V with the def2-TZVPD basis set) on one molecule with the formula CH4N2O2S in a non-equilibrium geometry.

Values from the calculation:
HOMO-LUMO gap (spin up / spin down)	7.95 / 8.70	eV
energy above the lowest of the compared OMol25 structures with the same formula, charge and spin	35.3	kcal per mole
expectation value of S²	2.01
HOMO energy (spin up / spin down)	-7.48 / -10.26	eV
LUMO energy (spin up / spin down)	0.471 / -1.560	eV
E_tot	-19006.202	eV

```
! wB97M-V def2-TZVPD RIJCOSX def2/J DEFGRID3
* xyz 0 3
C 0.54414 -0.19607 -0.23162
N -1.78230 0.40853 0.10821
N 0.74388 1.12810 0.28422
O -2.95304 0.37955 0.40258
O -1.07998 -0.77508 0.16861
S 1.71014 -1.47297 0.21383
H 0.35121 -0.16730 -1.23762
H -0.11351 1.66958 0.09507
H 1.00765 1.18685 1.21079
H 1.57182 -2.16119 -1.01408
*
```



ORCA calculation (ωB97M-V with the def2-TZVPD basis set) on a 2-piece molecular cluster, CH4N2O2S overall in a non-equilibrium geometry.

Values from the calculation:
HOMO-LUMO gap (spin up / spin down)	7.36 / 6.92	eV
energy above the lowest of the compared OMol25 structures with the same formula, charge and spin	60.0	kcal per mole
expectation value of S²	2.01
HOMO energy (spin up / spin down)	-7.25 / -9.54	eV
LUMO energy (spin up / spin down)	0.114 / -2.621	eV
E_tot	-19005.132	eV

```
! wB97M-V def2-TZVPD RIJCOSX def2/J DEFGRID3
* xyz 0 3
C 1.23159 -0.52390 0.33784
N -1.50884 0.50744 -0.05175
N 0.48021 -1.43079 -0.11430
O 2.30526 1.68544 -0.45569
O 0.68473 -2.66604 -0.33239
S 2.04967 0.78993 0.64626
H -1.81467 0.57731 0.89398
H -2.23986 0.82851 -0.62199
H -0.51677 -0.92237 -0.29193
H -0.67132 1.15447 -0.01003
*
```



ORCA calculation (ωB97M-V with the def2-TZVPD basis set) on one molecule with the formula CH4N2O3 in a non-equilibrium geometry.

Values from the calculation:
HOMO-LUMO gap	9.57	eV
energy above the lowest of the compared OMol25 structures with the same formula, charge and spin	130.4	kcal per mole
HOMO energy	-9.22	eV
LUMO energy	0.347	eV
E_tot	-10216.773	eV

```
! wB97M-V def2-TZVPD RIJCOSX def2/J DEFGRID3
* xyz 0 1
C -0.73324 1.23716 -0.08721
N -1.20518 0.05516 0.12624
O -2.09977 -0.59196 -0.40430
O -0.24765 -0.69881 0.83130
N 1.12498 -0.85926 0.06825
O 1.50544 -0.04125 -0.81709
H 0.24454 1.49181 0.33424
H -1.26876 2.03875 -0.63104
H 1.00048 -1.72625 -0.38367
H 1.67916 -0.90534 0.96329
*
```



ORCA calculation (ωB97M-V with the def2-TZVPD basis set) on CH4N2O3 as an isolated structure.

Values from the calculation:
HOMO-LUMO gap (spin up / spin down)	8.82 / 9.00	eV
energy above the lowest of the compared OMol25 structures with the same formula, charge and spin	97.4	kcal per mole
HOMO energy (spin up / spin down)	-9.75 / -9.70	eV
LUMO energy (spin up / spin down)	-0.933 / -0.702	eV
E_tot	-10218.201	eV

```
! wB97M-V def2-TZVPD RIJCOSX def2/J DEFGRID3
* xyz 0 1
N 0.85194 1.17035 -0.37761
N 0.72757 0.07506 0.45014
O 1.40261 -1.03709 0.16101
H 1.83081 1.42090 -0.44170
H 0.45522 1.00604 -1.30310
C -0.59748 -0.64650 0.38837
O -1.59313 0.04628 -0.25276
O -0.13593 -1.69865 -0.40786
H -2.06766 0.60661 0.37454
H -0.87394 -0.94301 1.40897
*
```



ORCA calculation (ωB97M-V with the def2-TZVPD basis set) on one molecule with the formula CH4N2O3 in a non-equilibrium geometry.

Values from the calculation:
HOMO-LUMO gap (spin up / spin down)	7.99 / 7.26	eV
energy above the lowest of the compared OMol25 structures with the same formula, charge and spin	50.8	kcal per mole
expectation value of S²	2.01
HOMO energy (spin up / spin down)	-7.24 / -10.16	eV
LUMO energy (spin up / spin down)	0.751 / -2.901	eV
E_tot	-10217.311	eV

```
! wB97M-V def2-TZVPD RIJCOSX def2/J DEFGRID3
* xyz 0 3
C 0.16005 0.23188 -0.50150
N -0.43916 -0.52542 0.46750
N 1.71246 0.00592 -0.14760
O 2.35965 -0.97183 -0.56598
O 2.10345 0.69286 0.74113
O -0.02990 1.54708 -0.53168
H -0.11363 -0.16718 -1.68107
H -0.40870 -0.22578 1.43259
H -1.40628 -0.85621 0.35866
H -0.14556 1.88348 0.38649
*
```



ORCA calculation (ωB97M-V with the def2-TZVPD basis set) on one molecule with the formula CH4N2O3S in a non-equilibrium geometry.

Values from the calculation:
HOMO-LUMO gap	10.57	eV
energy above the lowest of the compared OMol25 structures with the same formula, charge and spin	42.1	kcal per mole
HOMO energy	-10.57	eV
LUMO energy	-0.004	eV
E_tot	-21057.771	eV

```
! wB97M-V def2-TZVPD RIJCOSX def2/J DEFGRID3
* xyz 0 1
N 1.85670 0.00873 -0.46605
C 0.53721 -1.02733 -0.20313
O 0.54674 -2.13601 0.13788
S -0.88243 0.14425 -0.33491
N -0.81587 0.69600 1.22850
O -2.08333 -0.57392 -0.56242
O -0.61579 1.27541 -1.15527
H 2.47983 -0.54852 -0.95046
H 1.44565 0.72922 -0.97033
H -0.82852 0.09227 2.04425
H -1.64018 1.33989 1.23193
*
```



ORCA calculation (ωB97M-V with the def2-TZVPD basis set) on one molecule with the formula CH4N2OP4 in a non-equilibrium geometry.

Values from the calculation:
HOMO-LUMO gap (spin up / spin down)	6.84 / 4.96	eV
energy above the lowest of the compared OMol25 structures with the same formula, charge and spin	49.5	kcal per mole
HOMO energy (spin up / spin down)	-8.16 / -7.32	eV
LUMO energy (spin up / spin down)	-1.320 / -2.360	eV
E_tot	-43280.297	eV

```
! wB97M-V def2-TZVPD RIJCOSX def2/J DEFGRID3
* xyz 0 1
C -2.39993 -0.44832 0.41282
N 2.69667 -0.00909 -1.12898
N -0.04048 0.84253 -0.48657
O -3.49626 -0.68259 0.70712
P 0.69137 1.70581 0.85169
P 1.58665 -0.11028 -0.06047
P -1.63713 0.74900 -0.79444
P 0.91962 -2.05744 0.29425
H 3.09452 0.89495 -1.33866
H -0.02400 1.04862 1.87689
H -1.55597 -0.30271 -1.72663
H 0.16495 -1.63048 1.39297
*
```



ORCA calculation (ωB97M-V with the def2-TZVPD basis set) on CH4N2ORb as an isolated structure in a non-equilibrium geometry.

Values from the calculation:
HOMO-LUMO gap	9.89	eV
energy above the lowest of the compared OMol25 structures with the same formula, charge and spin	24.0	kcal per mole
HOMO energy	-13.62	eV
LUMO energy	-3.735	eV
E_tot	-6780.232	eV

```
! wB97M-V def2-TZVPD RIJCOSX def2/J DEFGRID3
* xyz 1 1
Rb 2.60185 1.86260 2.19123
C -0.11614 -0.06984 0.23375
O 0.81862 0.02889 1.01721
N -0.19471 0.69592 -0.80462
N -0.89789 -1.08716 0.03287
H 0.50329 1.41787 -0.91265
H -0.85911 0.33799 -1.47586
H -1.15224 -1.31279 -0.91818
H -0.70367 -1.87347 0.63626
*
```



ORCA calculation (ωB97M-V with the def2-TZVPD basis set) on one molecule with the formula CH4N2OS in a non-equilibrium geometry.

Values from the calculation:
HOMO-LUMO gap	9.40	eV
energy above the lowest of the compared OMol25 structures with the same formula, charge and spin	56.1	kcal per mole
HOMO energy	-8.98	eV
LUMO energy	0.413	eV
E_tot	-16962.758	eV

```
! wB97M-V def2-TZVPD RIJCOSX def2/J DEFGRID3
* xyz 0 1
N 1.12436 1.42195 -0.02381
C 0.30988 0.38411 -0.06098
S 0.74645 -1.23359 0.03373
N -0.97747 0.80421 0.05304
O -1.92233 -0.22771 -0.09794
H 2.14206 1.12246 0.06314
H 1.00953 2.35245 -0.46677
H -1.18180 1.36653 1.00127
H -1.42186 -1.17008 -0.19254
*
```



ORCA calculation (ωB97M-V with the def2-TZVPD basis set) on one molecule with the formula CH4N2OS in a non-equilibrium geometry.

Values from the calculation:
HOMO-LUMO gap	9.67	eV
energy above the lowest of the compared OMol25 structures with the same formula, charge and spin	122.4	kcal per mole
HOMO energy	-9.25	eV
LUMO energy	0.420	eV
E_tot	-16959.881	eV

```
! wB97M-V def2-TZVPD RIJCOSX def2/J DEFGRID3
* xyz 0 1
O -2.19894 -0.36144 0.15705
N -0.91003 -0.77021 -0.58057
C -0.42090 0.36865 -0.17030
N 1.03765 0.67608 -0.38701
S 2.33047 -0.58233 -0.14278
H -2.67521 -1.33543 -0.29638
H -1.11457 1.17236 0.11364
H 1.43641 1.55929 0.09818
H 2.51513 -0.72698 1.20815
*
```



ORCA calculation (ωB97M-V with the def2-TZVPD basis set) on one molecule with the formula CH4N2OS in a non-equilibrium geometry.

Values from the calculation:
HOMO-LUMO gap	9.65	eV
energy above the lowest of the compared OMol25 structures with the same formula, charge and spin	77.3	kcal per mole
HOMO energy	-8.99	eV
LUMO energy	0.652	eV
E_tot	-16961.835	eV

```
! wB97M-V def2-TZVPD RIJCOSX def2/J DEFGRID3
* xyz 0 1
N 1.43553 -0.47633 -0.22322
C 0.30122 0.31074 -0.02687
S 0.11383 1.84496 0.00835
N -0.88463 -0.37356 0.24673
O -2.17064 0.17976 -0.22540
H 2.31016 0.06950 -0.14081
H 1.64395 -1.24081 0.27586
H -0.84691 -1.54795 0.17591
H -1.90250 1.23369 -0.09054
*
```



ORCA calculation (ωB97M-V with the def2-TZVPD basis set) on one molecule with the formula CH4N2OS2 in a non-equilibrium geometry.

Values from the calculation:
HOMO-LUMO gap (spin up / spin down)	5.99 / 6.88	eV
expectation value of S²	2.01
HOMO energy (spin up / spin down)	-5.41 / -9.90	eV
LUMO energy (spin up / spin down)	0.580 / -3.019	eV
E_tot	-27795.005	eV

```
! wB97M-V def2-TZVPD RIJCOSX def2/J DEFGRID3
* xyz 0 3
C 0.26592 -1.05450 0.17855
N 1.52953 -0.65362 -0.11515
N -0.59992 0.23029 0.32712
O -0.08901 -2.16059 0.37719
S -2.25426 0.11221 0.03888
S 0.05418 1.82406 0.13232
H 1.49468 0.37786 -0.30877
H 2.06831 -1.21476 -0.63709
H -2.09908 0.31672 -1.29102
H -0.37036 2.22234 1.29798
*
```



ORCA calculation (ωB97M-V with the def2-TZVPD basis set) on a 2-piece molecular cluster, CH4N2P2 overall in a non-equilibrium geometry.

Values from the calculation:
HOMO-LUMO gap (spin up / spin down)	6.10 / 5.15	eV
energy above the lowest of the compared OMol25 structures with the same formula, charge and spin	129.4	kcal per mole
HOMO energy (spin up / spin down)	-7.83 / -7.67	eV
LUMO energy (spin up / spin down)	-1.731 / -2.517	eV
E_tot	-22652.897	eV

```
! wB97M-V def2-TZVPD RIJCOSX def2/J DEFGRID3
* xyz 0 1
C 0.48981 0.48825 -0.08169
N -0.73127 1.03251 0.33145
N 1.71400 0.18926 0.50437
P -0.49321 1.73665 -1.20628
P 1.03000 -1.21541 -0.23234
H -2.31398 -2.91331 0.11535
H 1.81544 0.31286 1.51278
H 0.31568 2.75805 -0.84776
H -1.82648 -2.38888 -0.09589
*
```



ORCA calculation (ωB97M-V with the def2-TZVPD basis set) on a 2-piece molecular cluster, CH4N2P2 overall in a non-equilibrium geometry.

Values from the calculation:
HOMO-LUMO gap (spin up / spin down)	7.58 / 8.69	eV
energy above the lowest of the compared OMol25 structures with the same formula, charge and spin	99.8	kcal per mole
HOMO energy (spin up / spin down)	-8.26 / -9.39	eV
LUMO energy (spin up / spin down)	-0.686 / -0.698	eV
E_tot	-22654.180	eV

```
! wB97M-V def2-TZVPD RIJCOSX def2/J DEFGRID3
* xyz 0 1
C -0.01468 -0.45054 0.03327
N 0.93763 0.48557 -0.43246
N -0.95861 -0.29320 1.08203
P 1.69214 -1.05094 -0.03763
P -1.73549 -0.79487 -0.36301
H 0.84915 0.74437 -1.40853
H -1.09112 0.60986 1.52084
H 2.02577 -0.62746 1.26189
H -1.70480 1.37720 -1.65639
*
```



ORCA calculation (ωB97M-V with the def2-TZVPD basis set) on a 2-piece molecular cluster, CH4N2S overall in a non-equilibrium geometry.

Values from the calculation:
HOMO-LUMO gap	9.94	eV
energy above the lowest of the compared OMol25 structures with the same formula, charge and spin	23.1	kcal per mole
HOMO energy	-9.21	eV
LUMO energy	0.727	eV
E_tot	-14916.602	eV

```
! wB97M-V def2-TZVPD RIJCOSX def2/J DEFGRID3
* xyz 0 1
N 0.77130 -0.36806 -1.07326
C 0.34870 -1.50475 -1.06178
S -0.33360 -2.85463 -1.30600
H 0.84756 0.52881 -0.64603
N -0.13687 1.01764 0.85680
H -0.92545 1.08825 0.19429
H -0.34056 0.29752 1.46573
H -0.23107 1.79523 1.57026
*
```



ORCA calculation (ωB97M-V with the def2-TZVPD basis set) on CH4N2S3 as an isolated structure in a non-equilibrium geometry.

Values from the calculation:
HOMO-LUMO gap	9.08	eV
energy above the lowest of the compared OMol25 structures with the same formula, charge and spin	29.0	kcal per mole
HOMO energy	-8.60	eV
LUMO energy	0.486	eV
E_tot	-36585.821	eV

```
! wB97M-V def2-TZVPD RIJCOSX def2/J DEFGRID3
* xyz 0 1
C 0.26896 -0.24408 -0.07337
N -0.57686 -0.11488 1.96677
N -0.56069 0.17338 0.70825
S 0.20020 -0.25842 -1.83306
S 1.70591 -1.28360 0.30978
S -0.45941 1.55095 -2.44565
H 0.15538 -0.44733 2.49652
H -0.97376 0.77604 2.28694
H 2.06978 -1.46022 -0.97046
H -1.82951 1.30816 -2.44575
*
```



ORCA calculation (ωB97M-V with the def2-TZVPD basis set) on CH4N2Si as an isolated structure in a non-equilibrium geometry.

Values from the calculation:
HOMO-LUMO gap (spin up / spin down)	6.43 / 5.97	eV
energy above the lowest of the compared OMol25 structures with the same formula, charge and spin	54.3	kcal per mole
expectation value of S²	2.03
HOMO energy (spin up / spin down)	-5.69 / -8.99	eV
LUMO energy (spin up / spin down)	0.743 / -3.019	eV
E_tot	-11951.493	eV

```
! wB97M-V def2-TZVPD RIJCOSX def2/J DEFGRID3
* xyz 0 3
C 0.65320 0.75798 -0.78860
N 0.01798 -0.51006 -0.80975
N 1.07008 -0.21927 0.21294
Si -0.55055 -0.56767 0.86066
H 1.42759 0.69524 -1.51537
H 0.12488 1.68967 -0.70698
H -1.31015 0.60497 1.24227
H -1.43303 -2.45085 1.50483
*
```



ORCA calculation (ωB97M-V with the def2-TZVPD basis set) on an isolated ion of composition CH4N3 and charge +1 in a non-equilibrium geometry.

Values from the calculation:
HOMO-LUMO gap	10.76	eV
energy above the lowest of the compared OMol25 structures with the same formula, charge and spin	74.5	kcal per mole
HOMO energy	-17.12	eV
LUMO energy	-6.360	eV
E_tot	-5561.655	eV

```
! wB97M-V def2-TZVPD RIJCOSX def2/J DEFGRID3
* xyz 1 1
C -0.30219 0.50398 0.75374
N -0.00142 -0.00275 -0.53370
N 0.51885 -1.07800 -0.78112
N 1.00804 -1.86654 -1.37064
H -0.60246 -0.37223 1.33823
H 0.54132 1.06725 1.29576
H -1.24588 1.19007 0.64146
H 0.08374 0.55824 -1.34373
*
```



ORCA calculation (ωB97M-V with the def2-TZVPD basis set) on an isolated ion of composition CH4N3O2 and charge -1 in a non-equilibrium geometry.

Values from the calculation:
HOMO-LUMO gap (spin up / spin down)	4.66 / 8.22	eV
energy above the lowest of the compared OMol25 structures with the same formula, charge and spin	28.0	kcal per mole
expectation value of S²	2.01
HOMO energy (spin up / spin down)	-0.06 / -3.66	eV
LUMO energy (spin up / spin down)	4.604 / 4.560	eV
E_tot	-9660.873	eV

```
! wB97M-V def2-TZVPD RIJCOSX def2/J DEFGRID3
* xyz -1 3
C -0.90745 0.41814 -0.08432
N 0.39721 1.01668 -0.22649
N 2.87170 0.88781 0.03400
N 1.36391 0.20592 -0.21770
O 1.36982 -1.06117 -0.20802
O 3.71377 -0.22734 -0.04176
H -1.62865 1.01099 -0.65145
H -0.93415 -0.62527 -0.42534
H -1.20621 0.43453 0.97287
H 3.06084 -0.97478 -0.02714
*
```